Entry 1:
This record from the OMol25 dataset describes C44H35IrN5P2SSe2 as an isolated structure in a non-equilibrium geometry. The level of theory is ωB97M-V/def2-TZVPD.

As for the expectation value of S²: 8.771. As for the spin multiplicity: 6. The charge is +2. For the gap between HOMO and LUMO (spin up / spin down), the calculation gives 7.3131 / 6.4802 eV. The largest force on an atom comes out at 0.0261 Eh/bohr.

Each line ends with the Mulliken spin population.
Atoms and positions in Å:
Ir -0.071199 0.978657 2.295925  2.3659
Se -0.977305 3.548200 -4.156161  0.9285
P -1.941333 1.733420 -3.436158  -0.0416
C -1.478898 0.321423 -4.482503  0.0130
C -0.112086 0.037475 -4.465901  0.0071
C 0.400706 -0.936576 -5.300122  0.0009
C -0.447109 -1.627275 -6.154758  -0.0002
C -1.803352 -1.342453 -6.172314  0.0010
C -2.326025 -0.363123 -5.343536  -0.0038
C -3.675031 2.020942 -2.966663  0.0131
C -3.798213 2.986649 -1.965993  0.0020
C -5.040690 3.300620 -1.454642  0.0025
C -6.166927 2.661726 -1.953207  -0.0006
C -6.048781 1.739749 -2.979963  0.0003
C -4.804145 1.411548 -3.493620  -0.0052
C -1.077139 1.582562 -1.877666  0.0382
C -1.105188 0.889309 -0.672527  -0.0584
N -0.165812 1.494384 0.101249  0.1414
N 0.387616 2.466032 -0.566804  0.0415
N -0.132607 2.538680 -1.740667  0.0481
P -1.984786 -0.477969 0.104177  0.0516
Se -2.520951 0.087072 2.122094  0.1845
C -3.418221 -0.926033 -0.914649  -0.0109
C -4.709406 -0.664539 -0.472634  0.0170
C -5.786854 -1.082567 -1.232450  0.0077
C -5.578387 -1.760736 -2.423818  0.0009
C -4.288549 -2.017429 -2.864171  0.0011
C -3.204567 -1.601950 -2.113186  0.0014
C -0.783872 -1.852909 0.079421  0.0105
C -0.708205 -2.714801 1.168097  -0.0078
C 0.189390 -3.767243 1.151753  0.0019
C 0.999910 -3.970702 0.045107  0.0018
C 0.920137 -3.113807 -1.041974  0.0004
C 0.039820 -2.047449 -1.026426  0.0060
H 0.545100 0.602689 -3.816294  -0.0043
H 1.460874 -1.142533 -5.299764  0.0000
H -0.048919 -2.382001 -6.815067  -0.0001
H -2.458219 -1.872661 -6.847280  -0.0001
H -3.378012 -0.136937 -5.388611  -0.0010
H -2.916065 3.500554 -1.604865  -0.0042
H -5.128108 4.048421 -0.680544  0.0000
H -7.138781 2.893025 -1.546380  -0.0001
H -6.929893 1.273929 -3.393715  -0.0001
H -4.737481 0.694175 -4.293404  0.0005
H -4.871642 -0.151973 0.465900  0.0005
H -6.789023 -0.898406 -0.879553  0.0003
H -6.421403 -2.100769 -3.005987  0.0001
H -4.122040 -2.562498 -3.781295  -0.0002
H -2.200049 -1.823563 -2.443139  -0.0016
H -1.350894 -2.559519 2.024986  -0.0131
H 0.246683 -4.434338 1.998448  0.0001
H 1.692694 -4.798773 0.030443  0.0001
H 1.539795 -3.277464 -1.910135  0.0001
H 0.002756 -1.365737 -1.866155  0.0027
S -0.424376 2.913542 3.689469  0.2413
C 1.131039 2.831094 4.423159  0.0209
N 1.311579 2.004307 5.483101  0.0216
C 2.478430 1.895745 6.139687  0.0039
C 3.563713 2.632014 5.744868  0.0246
C 3.428761 3.505038 4.653221  0.0022
C 2.218559 3.617757 4.010163  0.0280
H 0.517351 1.440547 5.774068  -0.0006
H 2.506968 1.216928 6.977635  0.0016
H 4.497713 2.553250 6.275165  0.0009
H 4.272061 4.093390 4.325518  -0.0002
H 2.075668 4.299458 3.185198  -0.0027
N 1.477043 -0.155179 2.676810  0.7969
C 2.684575 -0.419501 2.438639  -0.1020
C 3.378999 0.223104 1.296865  0.0739
C 4.268710 -0.510239 0.515670  0.0088
C 4.916792 0.100790 -0.541477  -0.0007
C 4.683559 1.437531 -0.825798  0.0102
C 3.785787 2.166877 -0.060689  0.0003
C 3.126056 1.558525 0.990317  0.0397
C 3.455271 -1.345251 3.281626  0.0475
C 2.788222 -2.340164 3.999745  0.0282
C 3.492876 -3.179656 4.839349  -0.0071
C 4.867741 -3.038177 4.969837  0.0112
C 5.537005 -2.062478 4.246372  -0.0034
C 4.838315 -1.211323 3.411622  0.0116
H 4.440091 -1.553146 0.732757  0.0011
H 5.614621 -0.468403 -1.136536  0.0002
H 5.188030 1.907717 -1.655188  0.0003
H 3.600190 3.205374 -0.285816  0.0008
H 2.421086 2.122178 1.592973  0.0046
H 1.722628 -2.451413 3.865024  -0.0032
H 2.971077 -3.945770 5.391689  0.0002
H 5.417926 -3.683414 5.636000  0.0004
H 6.607934 -1.960361 4.328264  0.0001
H 5.358688 -0.437200 2.867797  0.0000

Forces on atoms 1 to 6 (eV/Å):
Ir -0.22 0.38 0.17
Se 0.16 0.35 -0.15
P -0.48 -0.81 0.40
C -0.21 0.42 0.21
C -0.01 0.07 0.09
C 0.01 -0.02 0.01

---

Entry 2:
This record from the OMol25 dataset describes one molecule with the formula C13H17N in a non-equilibrium geometry. The level of theory is ωB97M-V/def2-TZVPD.

Its energy above the lowest of the compared OMol25 structures with the same formula, charge and spin is 72.7 kcal per mole. As for the spin multiplicity: 1. For the gap between HOMO and LUMO, the calculation gives 9.5505 eV. The largest force on an atom comes out at 0.0565 Eh/bohr.

Each line ends with the natural charge from an NBO analysis.
Atoms and positions in Å:
C -4.797362 -0.293466 -0.457660  -0.4950
C -3.545433 -0.042339 -0.732078  0.1049
C -2.279636 0.070632 -1.008517  -0.2828
C -1.161547 -0.313159 -0.055427  -0.0727
C -1.690796 -1.390208 0.878054  -0.6199
N -0.703118 0.837332 0.669496  -0.4362
C -0.460996 1.935982 -0.329804  -0.4393
C 0.493891 0.589503 1.529436  -0.2385
C 1.789702 0.169987 0.724809  -0.0231
C 2.641962 1.105239 0.181701  -0.2365
C 3.686631 0.652374 -0.635316  -0.1979
C 3.901404 -0.653763 -0.888504  -0.2226
C 3.007395 -1.607286 -0.412778  -0.2115
C 1.917971 -1.220301 0.343182  -0.2225
H -5.405621 0.432674 0.145873  0.2214
H -5.285702 -1.217556 -0.679636  0.2204
H -1.950291 0.480237 -1.948914  0.2274
H -0.365438 -0.703106 -0.748290  0.1813
H -2.582076 -1.040594 1.439186  0.2250
H -0.962743 -1.712602 1.584680  0.2044
H -2.085370 -2.216183 0.248823  0.2178
H 0.046386 1.572214 -1.307950  0.1730
H -1.447140 2.392332 -0.671263  0.2194
H 0.268534 2.725564 0.054179  0.2079
H 0.778795 1.518739 2.038737  0.2051
H 0.204903 -0.114087 2.338642  0.2122
H 2.599299 2.172307 0.484514  0.2170
H 4.345500 1.417357 -1.082552  0.2106
H 4.757913 -0.949739 -1.611539  0.2181
H 3.137460 -2.638681 -0.709671  0.2138
H 1.145520 -1.959393 0.618597  0.2189

Forces on atoms 1 to 6 (eV/Å):
C -0.26 1.46 1.13
C -0.39 -0.50 -0.19
C -0.02 0.25 0.05
C -0.59 -0.98 -0.46
C -1.26 -0.18 -0.67
N 1.29 1.86 -0.45